1.
{"formula": "C9H14", "method": "the ωB97M-V functional and the def2-TZVPD basis", "charge": -1, "e_tot_ha": -351.260556, "gap_ev": [2.39, 9.61], "e_above_lowest_kj_mol": 49.3, "e_lumo_ha": [0.1379, 0.1390], "spin_multiplicity": 2, "e_homo_ev": [1.4, -5.8], "elements": ["C", "C", "C", "C", "C", "C", "C", "H", "H", "H", "H", "H", "H", "H", "H", "C", "C", "H", "H", "H", "H", "H", "H"], "xyz": [[0.30789, 1.23026, -1.64307], [0.61229, 1.29945, -0.18233], [-0.21501, 0.67365, 0.75592], [1.76925, 1.91394, 0.29178], [-0.00678, 0.89699, 2.10988], [2.01474, 2.07266, 1.64791], [1.09200, 1.59420, 2.57693], [-0.26426, 2.11660, -1.91068], [-0.37163, 0.40361, -1.84415], [-1.07296, 0.11323, 0.42423], [2.43915, 2.22597, -0.50537], [-0.66004, 0.38337, 2.78963], [3.00335, 2.40338, 1.92574], [1.24614, 1.77053, 3.63636], [1.16744, 1.11200, -2.28444], [-2.13102, -2.37733, -0.92415], [-0.65451, -2.76491, -0.95486], [-2.36789, -2.08355, -1.95139], [-2.95614, -3.03896, -0.63889], [-2.32857, -1.49443, -0.30532], [-0.34900, -3.79364, -0.73992], [-0.21769, -2.55810, -1.93681], [-0.05673, -2.09890, -0.33699]], "forces_ev_per_a": [[-0.8293, -0.1234, 0.3608], [0.1814, -0.6006, 0.2931], [0.0431, 1.0081, 0.0144], [-0.3390, 0.0059, -0.3559], [0.1537, -0.6088, -0.1587], [0.1742, -0.6364, -0.4382], [0.2108, 0.4186, -0.2216], [0.1484, 0.1707, -0.2858], [-0.0097, -0.2010, -0.0776], [-0.0447, -0.1364, -0.1043], [0.2751, 0.2168, 0.4302], [-0.3206, 0.0888, 0.4169], [-0.0262, 0.4830, 0.3269], [0.0400, -0.1902, -0.0251], [0.3840, 0.1570, -0.1592], [-0.6532, 0.6190, -0.5544], [0.7282, -0.0399, -0.0892], [-0.3137, 0.1718, 0.1142], [0.7148, -0.6080, 0.0832], [0.2864, -0.0457, -0.1175], [-0.4392, 0.0735, 0.2366], [-0.2947, -0.1161, -0.1883], [-0.0697, -0.1070, 0.4995]], "mulliken_spin": [0.57, -1.61, 0.32, 1.62, 0.00, -0.53, 0.13, -0.19, 0.13, 0.61, 0.21, -0.28, -0.21, 0.01, -0.56, 1.11, 0.30, 0.09, -0.42, 0.02, -0.27, -0.20, 0.14]}



2.
{"formula": "C6H12N4", "method": "the ωB97M-V functional and the def2-TZVPD basis", "e_tot_ha": -454.673171, "gap_ev": 7.41, "e_above_lowest_kj_mol": 409.4, "e_lumo_ha": 0.0300, "e_homo_ev": -6.6, "elements": ["C", "C", "C", "C", "C", "C", "N", "N", "N", "N", "H", "H", "H", "H", "H", "H", "H", "H", "H", "H", "H", "H"], "xyz": [[-0.51035, 1.22903, 0.73337], [-0.93966, 0.68230, 1.94234], [0.21292, -0.53571, 0.04566], [-1.53814, 1.60117, 3.00499], [1.38711, -0.26650, -2.01101], [0.23412, -2.34335, -1.58202], [-0.88303, -0.62363, 2.12631], [-0.34088, -1.22408, 1.02243], [0.04152, 2.42300, 0.47962], [0.54373, -1.00777, -1.14708], [-1.19454, 2.56009, 2.76029], [-2.61545, 1.58246, 2.99742], [-1.27147, 1.21545, 4.13672], [1.06572, -0.30068, -2.99602], [1.24691, 0.72532, -1.70260], [2.32675, -0.68830, -2.03463], [-0.19707, -2.24476, -2.58361], [1.12297, -2.95002, -1.68546], [-0.30963, -3.01616, -0.83166], [-0.25113, -2.16551, 1.15238], [-0.34700, 2.97321, -0.16467], [0.34041, 2.87966, 1.25716]], "forces_ev_per_a": [[0.3689, -4.1197, -1.2177], [0.2155, 0.2055, -0.1840], [-1.6019, 3.8724, 1.9870], [0.6535, -3.1033, 2.3641], [-1.4405, 0.1846, 0.8270], [-0.2369, -1.3339, 0.6170], [-0.3968, 0.1546, 0.3274], [0.1873, 2.3085, -0.2420], [1.0062, -2.9666, 0.7257], [-0.7882, -1.4816, 0.7691], [0.3773, 1.5910, 0.3708], [-0.4307, 0.0301, -0.2774], [-0.2602, 1.1986, -2.9318], [-1.1028, -0.2647, -2.0925], [0.8453, 1.6065, 0.4517], [2.6058, -0.2909, 0.3442], [-0.4895, -0.5529, 0.2880], [0.7979, 0.0402, -0.3351], [-0.0793, 1.5595, -1.2000], [0.1300, -2.8971, 0.1017], [-1.7915, 2.4424, -3.0795], [1.4306, 1.8170, 2.3862]], "nbo_charge": [0.04, 0.07, 0.35, -0.62, -0.39, -0.42, -0.36, -0.38, -0.80, -0.43, 0.20, 0.22, 0.22, 0.19, 0.23, 0.19, 0.21, 0.19, 0.21, 0.38, 0.36, 0.35]}



3.
{"formula": "C3H4N3", "method": "the ωB97M-V functional and the def2-TZVPD basis", "charge": 1, "e_tot_ha": -280.517278, "gap_ev": 7.66, "e_above_lowest_kj_mol": 293.5, "e_lumo_ha": -0.2682, "e_homo_ev": -15.0, "elements": ["C", "C", "C", "N", "N", "N", "H", "H", "H", "H"], "xyz": [[-1.10499, -0.90388, -0.38069], [-1.74756, -1.33294, -1.53458], [0.88723, 0.37922, 0.65947], [-1.23067, -0.43517, -2.36867], [-0.54155, 0.44008, -2.20756], [-0.25874, -0.17990, -0.08567], [-2.31189, -2.21291, -1.48253], [0.57934, 0.13353, 1.72613], [0.72174, 1.42226, 0.43352], [1.85850, -0.17245, 0.56937]], "forces_ev_per_a": [[0.2558, -0.4573, -0.2811], [0.1162, 0.0985, 1.7616], [-1.6181, -1.1615, 1.4998], [-0.2203, 0.1160, -0.5106], [-0.0772, 0.8048, -3.1012], [1.8807, -0.7438, 3.7196], [-0.9988, -0.7383, -1.4711], [0.3281, 0.8162, -1.0530], [1.2752, 0.4343, 0.3504], [-0.9415, 0.8311, -0.9145]], "nbo_charge": [0.56, -0.33, -0.44, 0.09, 0.24, -0.25, 0.30, 0.27, 0.27, 0.28]}



4.
{"formula": "C9H14O", "method": "the ωB97M-V functional and the def2-TZVPD basis", "e_tot_ha": -426.542451, "gap_ev": 9.29, "e_above_lowest_kj_mol": 79.6, "e_lumo_ha": 0.0342, "e_homo_ev": -8.4, "elements": ["C", "C", "C", "C", "C", "C", "C", "O", "H", "H", "H", "H", "H", "H", "H", "H", "C", "C", "H", "H", "H", "H", "H", "H"], "xyz": [[-1.63700, -1.31337, 2.69177], [0.77928, -0.81483, -0.80505], [1.19623, -0.28433, 0.40947], [-0.46708, -1.40420, -0.92122], [0.22755, -0.21133, 1.41652], [-1.28773, -1.53982, 0.18715], [-0.93399, -0.97455, 1.41073], [1.60145, -0.85588, -1.90813], [2.18334, 0.00102, 0.75241], [2.32456, -0.22406, -1.76458], [-0.86247, -1.57034, -1.91248], [0.49322, 0.43686, 2.25025], [-2.16694, -2.17832, 0.19882], [-1.99318, -0.47156, 3.28328], [-0.95874, -1.79894, 3.40329], [-2.40129, -2.04182, 2.46080], [-0.44426, 3.15958, -0.93673], [0.93557, 2.57419, -1.19690], [-0.66239, 3.96675, -1.64334], [-1.20750, 2.40218, -1.07840], [-0.58767, 3.60204, 0.04606], [1.66360, 3.29538, -1.58804], [1.40933, 2.28937, -0.26009], [0.92697, 1.74361, -1.89717]], "forces_ev_per_a": [[0.3440, -0.0868, 0.3120], [0.9072, -0.4159, -0.0538], [-1.4036, -0.0887, 0.7736], [-0.6134, 0.7410, -0.3175], [0.8982, 0.0376, 0.2927], [0.1363, -0.3741, 0.9085], [0.4321, 0.3421, -0.2501], [0.1645, 0.4466, 0.1717], [0.1741, 0.3981, -0.9279], [-0.2560, -0.3180, -0.1072], [0.2323, -0.6445, -0.1019], [-0.0933, -0.5646, 0.3655], [-0.0768, 0.2219, -0.4878], [-0.4536, 0.2046, -0.3893], [0.1484, -0.1484, -0.3452], [-0.5553, 0.0653, 0.2481], [-0.2159, 0.3930, -0.6283], [0.8695, 0.6505, 0.3792], [-0.0476, -0.1532, -0.0469], [-0.1770, -0.1235, 0.1097], [0.2573, -0.1425, 0.1821], [-0.3963, 0.1924, -0.1929], [-0.1475, -0.5118, 0.0128], [-0.1275, -0.1208, 0.0928]], "nbo_charge": [-0.62, 0.29, -0.30, -0.28, -0.17, -0.19, -0.06, -0.67, 0.22, 0.48, 0.23, 0.20, 0.21, 0.22, 0.22, 0.21, -0.61, -0.61, 0.20, 0.21, 0.21, 0.20, 0.20, 0.21]}



5.
{"formula": "C48H42O16", "method": "the ωB97M-V functional and the def2-TZVPD basis", "e_tot_ha": -3057.963613, "gap_ev": 6.54, "e_above_lowest_kj_mol": 0.0, "e_lumo_ha": -0.0597, "e_homo_ev": -8.2, "elements": ["C", "C", "C", "C", "C", "C", "O", "O", "H", "H", "H", "H", "H", "H", "C", "C", "C", "C", "C", "C", "O", "O", "H", "H", "H", "H", "H", "H", "C", "C", "C", "C", "C", "C", "O", "O", "H", "H", "H", "H", "H", "H", "C", "C", "C", "C", "C", "C", "O", "O", "H", "H", "H", "H", "H", "H", "C", "C", "C", "C", "C", "C", "O", "O", "H", "H", "H", "H", "H", "H", "C", "C", "C", "O", "C", "C", "C", "O", "H", "H", "H", "H", "C", "C", "C", "O", "C", "C", "C", "O", "H", "H", "H", "H", "C", "C", "C", "O", "C", "C", "C", "O", "H", "H", "H", "H"], "xyz": [[-23.44688, -11.16789, 0.12898], [-24.56790, -11.56413, -0.60523], [-25.63253, -12.11294, 0.09045], [-25.48469, -12.40107, 1.43770], [-24.32588, -12.15059, 2.12715], [-23.31550, -11.49697, 1.46719], [-22.37366, -10.90180, 2.27312], [-26.73344, -12.43505, -0.67075], [-22.69967, -10.46760, -0.20618], [-24.63629, -11.27824, -1.65190], [-26.36697, -12.84287, 1.92314], [-24.27991, -12.24686, 3.22078], [-21.52268, -11.21862, 1.98102], [-27.20763, -13.14506, -0.23657], [-22.06281, -18.74129, 2.12548], [-22.83146, -17.80235, 1.43961], [-22.36617, -17.16416, 0.29203], [-20.99164, -17.38249, -0.04140], [-20.18370, -18.30264, 0.60928], [-20.74202, -18.86924, 1.73986], [-19.97268, -19.70547, 2.53513], [-23.23143, -16.29499, -0.35819], [-22.51805, -19.27864, 2.93559], [-23.84882, -17.59762, 1.74273], [-20.50600, -16.78777, -0.85502], [-19.14061, -18.43966, 0.29351], [-19.19950, -20.02707, 2.02063], [-22.73332, -15.92311, -1.06281], [-18.40968, -20.62325, 5.98026], [-17.97928, -19.52163, 5.28137], [-17.35314, -18.47882, 5.92160], [-17.12618, -18.53547, 7.25077], [-17.55947, -19.60578, 8.02082], [-18.17417, -20.66199, 7.34869], [-18.68641, -21.78277, 8.04612], [-16.98504, -17.35285, 5.27134], [-18.79682, -21.47170, 5.42672], [-18.13683, -19.28506, 4.22295], [-16.56993, -17.72503, 7.71925], [-17.45741, -19.67301, 9.06708], [-18.43517, -21.74118, 8.98028], [-17.59089, -17.24158, 4.53001], [-15.40428, -17.84986, 0.68034], [-15.37022, -17.85513, 2.09664], [-14.29753, -17.26761, 2.82325], [-13.26878, -16.62124, 2.11218], [-13.34712, -16.62546, 0.71670], [-14.38789, -17.16122, 0.00214], [-14.34507, -17.02046, -1.40232], [-14.26832, -17.47694, 4.17975], [-16.16757, -18.42507, 0.21020], [-16.12855, -18.33651, 2.68666], [-12.45726, -16.20476, 2.66184], [-12.52418, -16.21783, 0.11818], [-14.08718, -17.80780, -1.91313], [-15.16897, -17.53433, 4.45983], [-17.44545, -11.99934, -1.00440], [-17.68853, -13.38132, -1.32564], [-16.64177, -14.25921, -1.38478], [-15.36390, -13.85912, -1.07237], [-15.10736, -12.55956, -0.68654], [-16.13107, -11.62050, -0.66868], [-15.88470, -10.31263, -0.22725], [-16.92850, -15.51507, -1.82679], [-18.26681, -11.30102, -1.07348], [-18.67425, -13.84607, -1.48581], [-14.56948, -14.60249, -1.08443], [-14.10142, -12.19205, -0.49342], [-15.01457, -9.96643, -0.49138], [-16.17074, -16.13284, -1.86922], [-23.03264, -16.79186, 6.94109], [-22.65634, -17.20759, 8.12245], [-21.36729, -17.79015, 8.33273], [-20.99379, -18.14373, 9.43524], [-20.48959, -17.94624, 7.15368], [-20.76288, -17.33555, 6.03642], [-22.10571, -16.74596, 5.74563], [-22.44955, -16.26679, 4.67330], [-24.01487, -16.39680, 6.73185], [-23.35182, -17.19389, 9.00465], [-19.68750, -18.65244, 7.37011], [-20.13299, -17.46006, 5.14493], [-12.55483, -12.11979, 5.38381], [-13.82351, -12.04918, 5.10602], [-14.36660, -12.34477, 3.75352], [-15.58239, -12.34937, 3.66802], [-13.50248, -12.92560, 2.68942], [-12.22498, -13.07257, 2.94686], [-11.68596, -12.52665, 4.22280], [-10.51948, -12.39159, 4.41045], [-12.05500, -11.81091, 6.28388], [-14.52233, -11.68733, 5.84937], [-14.10459, -13.11354, 1.80889], [-11.44209, -13.52816, 2.34623], [-17.77223, -14.52293, 2.44394], [-18.20006, -13.28076, 2.16862], [-19.64865, -13.17274, 1.80496], [-20.01646, -12.17851, 1.23870], [-20.54990, -14.34529, 1.94537], [-20.09123, -15.56587, 2.19801], [-18.66057, -15.73883, 2.49336], [-18.23062, -16.84483, 2.82180], [-16.74991, -14.75126, 2.43577], [-17.58320, -12.38732, 1.92166], [-21.62226, -14.01909, 1.85769], [-20.72771, -16.41184, 2.38644]], "forces_ev_per_a": [[0.0256, -0.0582, 0.2256], [0.7266, 1.0539, 0.3858], [0.7797, -0.5822, -0.9970], [-1.7929, -0.9091, -0.0567], [-0.4762, 0.2026, 0.7462], [-0.4371, 0.8194, 0.4832], [0.0664, -0.1707, -0.0229], [-0.0045, 0.1181, 0.3936], [0.1606, -0.1427, -0.7034], [-0.2063, -0.2228, 0.1670], [0.4786, 0.1483, 0.0622], [0.0720, -0.2067, -0.6104], [0.8508, 0.0349, -0.2431], [-0.2409, -0.1068, 0.1121], [-0.0993, 1.5217, -0.8187], [-0.4731, -0.2248, -0.6448], [1.2699, -0.1739, 0.7802], [-0.7187, 1.0015, -1.7693], [-0.8329, 1.0079, 0.1473], [0.9978, -2.1119, 0.7132], [0.6575, -0.4857, -0.4979], [0.5156, -1.0985, 1.2106], [0.3318, -0.1721, 0.3459], [-0.0871, -0.0750, 0.0458], [-0.6962, -0.5600, 0.5073], [-0.5271, 0.0177, 0.3674], [-0.7660, 0.4123, 0.5010], [0.4472, 0.7436, -1.1415], [0.4401, -0.4349, -0.2929], [-0.0853, 0.9513, -1.0457], [-0.2772, -0.2908, 0.1208], [0.9204, 0.3061, 2.2949], [-0.2749, -0.7783, -1.8867], [-0.9200, -1.1300, 1.2221], [0.6184, 0.9319, -0.5996], [0.4329, 0.5968, -0.5044], [-0.3115, 0.0528, 0.3758], [-0.2784, -0.9582, 0.1576], [-0.2823, -0.0176, -0.0314], [0.3036, 0.2006, 1.0755], [-0.0140, 0.1433, -0.3389], [0.1043, 0.3302, -0.5877], [0.7448, 0.7208, 1.6779], [1.2291, 0.5764, -0.8784], [-0.6203, -0.6646, -0.8857], [-1.4704, -1.0519, 0.1485], [1.1118, 0.8152, 0.0956], [-0.3465, -1.2292, -0.2499], [-0.3937, -0.0369, 0.0124], [1.5303, 0.8758, -1.1554], [-0.4956, -0.0180, -0.6010], [-0.2750, -0.2942, -0.1319], [0.5810, 0.2513, 0.1040], [-0.2973, 0.0664, 0.3385], [-0.1214, 0.1696, 0.7746], [-1.3119, -0.1157, 0.7959], [0.4386, -1.7295, -0.2652], [-0.4562, 1.6907, 0.5338], [0.2589, -0.6926, -0.3539], [1.0221, -0.3015, 0.3334], [-0.0488, 0.5106, -0.2817], [-0.5977, 0.6116, 0.0964], [-0.2592, -0.2984, -0.4200], [-0.1802, -0.8553, -0.0292], [0.1160, 0.1542, 0.3325], [0.3137, 0.8307, -0.1371], [-0.0335, 0.2252, -0.1401], [-0.0444, -0.3247, 0.1397], [-0.4427, -0.5916, 0.0117], [-0.0211, 0.7612, 0.2776], [-0.4672, 0.8556, -2.0875], [-2.0320, 0.0448, 1.8738], [1.1713, -0.4550, 0.5364], [-0.0054, -0.0837, -0.0679], [0.2163, -1.1004, 1.8684], [-0.1367, 0.1452, -3.1100], [-0.1075, 0.4650, 0.7031], [0.5099, -0.6743, 1.0849], [-0.1949, 0.0751, 0.1300], [0.8025, 0.0487, -0.9484], [0.1689, 0.6146, -0.4793], [-0.1010, 0.1317, 0.3561], [1.0114, -0.4629, -1.8376], [-1.3025, 0.9922, 0.3066], [-0.9498, -1.1829, 1.4198], [0.2381, 0.3116, -0.8759], [-1.5408, 1.0186, 0.0359], [1.1152, -0.0107, 0.4383], [-0.9825, 0.0107, 1.6155], [2.5540, -0.0515, -0.5664], [0.0376, -0.1592, 0.2271], [-0.3597, -0.1076, -0.2041], [0.5017, -0.5061, -0.2913], [-0.3491, 0.0925, -0.2913], [-0.7602, 0.2212, -0.6516], [-0.5357, -0.6761, -0.4963], [1.3583, -0.7232, 0.0200], [-0.8270, 1.1899, -0.3048], [-1.2098, 1.0553, 0.2228], [-0.1479, 0.4278, 0.5281], [0.2088, 0.1128, 0.2639], [-0.1472, 0.8437, -0.1402], [1.4664, -0.2598, 0.4474], [-0.3456, -0.9555, 0.5975], [0.9855, -0.8763, -0.0319], [-0.1718, -0.1111, -0.0819]], "lowdin_charge": [-0.01, -0.01, -0.33, -0.03, -0.03, -0.36, 0.03, 0.04, 0.12, 0.12, 0.12, 0.13, 0.04, 0.10, -0.01, -0.02, -0.29, -0.04, -0.04, -0.35, 0.00, 0.05, 0.12, 0.12, 0.13, 0.13, 0.12, 0.08, 0.00, -0.02, -0.37, -0.02, -0.02, -0.29, 0.02, 0.03, 0.13, 0.11, 0.13, 0.11, 0.10, 0.05, 0.01, 0.00, -0.28, 0.00, -0.04, -0.32, -0.03, 0.06, 0.10, 0.09, 0.10, 0.13, 0.12, 0.04, 0.01, -0.01, -0.35, -0.02, -0.04, -0.31, 0.01, 0.03, 0.11, 0.13, 0.10, 0.12, 0.11, 0.08, 0.02, -0.01, -0.40, 0.12, 0.03, 0.03, -0.34, 0.09, 0.12, 0.15, 0.10, 0.12, 0.02, 0.00, -0.35, 0.09, 0.02, 0.02, -0.39, 0.12, 0.12, 0.12, 0.10, 0.13, 0.05, 0.05, -0.37, 0.09, 0.06, 0.01, -0.30, 0.05, 0.10, 0.13, 0.15, 0.09]}